(1)
The following is a DFT calculation (ωB97M-V with the def2-TZVPD basis set) of the molecule C14H29N2O2P.

Last column: natural (NBO) charge in e.
Geometry (Å):
1 O 2.936 0.785 0.369  -1.107
2 P 1.933 0.383 1.368  2.130
3 O 2.647 0.218 2.821  -1.003
4 H 3.585 0.380 2.698  0.510
5 C 1.108 -1.259 1.140  -0.581
6 N 0.587 -1.370 -0.195  -0.467
7 C -0.701 -2.006 -0.328  -0.199
8 C -0.714 -3.544 -0.354  -0.428
9 C -0.237 -4.102 -1.696  -0.403
10 C 1.284 -4.227 -1.845  -0.396
11 C 2.109 -3.172 -1.103  -0.426
12 C 1.571 -1.734 -1.193  -0.234
13 H 1.124 -1.567 -2.176  0.192
14 H 2.401 -1.036 -1.077  0.234
15 H 3.122 -3.190 -1.510  0.214
16 H 2.191 -3.452 -0.051  0.192
17 H 1.525 -4.185 -2.909  0.201
18 H 1.601 -5.210 -1.484  0.200
19 H -0.627 -3.457 -2.487  0.193
20 H -0.674 -5.091 -1.851  0.209
21 H -0.112 -3.941 0.464  0.197
22 H -1.745 -3.868 -0.190  0.210
23 H -1.145 -1.645 -1.263  0.186
24 H -1.329 -1.646 0.490  0.201
25 H 0.296 -1.305 1.867  0.238
26 H 1.849 -2.028 1.414  0.206
27 C 0.603 1.613 1.741  -0.587
28 N -0.544 1.374 0.907  -0.465
29 C -0.299 1.630 -0.496  -0.215
30 C -0.358 3.096 -0.950  -0.430
31 C -1.787 3.640 -0.993  -0.403
32 H -1.848 4.441 -1.734  0.211
33 C -2.306 4.194 0.339  -0.396
34 C -1.853 3.432 1.588  -0.429
35 H -2.542 3.671 2.401  0.212
36 H -0.867 3.784 1.897  0.198
37 C -1.789 1.903 1.425  -0.211
38 H -2.590 1.564 0.765  0.196
39 H -1.946 1.439 2.405  0.194
40 H -3.398 4.199 0.299  0.200
41 H -1.985 5.233 0.445  0.202
42 H -2.447 2.840 -1.337  0.191
43 H 0.067 3.141 -1.954  0.216
44 H 0.267 3.718 -0.308  0.197
45 H -1.038 1.057 -1.065  0.189
46 H 0.685 1.217 -0.721  0.224
47 H 1.063 2.611 1.635  0.204
48 H 0.327 1.472 2.789  0.234

## Properties
E_LUMO = 0.7811 eV
gap between HOMO and LUMO = 0.319 Ha
energy above the lowest of the compared OMol25 structures with the same formula, charge and spin = 2.8 kcal per mole
SMILES = O=P(O)(CN1CCCCCC1)CN1CCCCCC1

(2)
The following is a DFT calculation (ωB97M-V with the def2-TZVPD basis set) of a 2-piece molecular cluster, C14H29NO6S overall.

Last column: natural (NBO) charge in e.
Geometry (Å):
1 C 4.624 -1.276 -1.775  -0.608
2 C 3.711 -0.195 -1.183  -0.446
3 C 2.923 0.588 -2.246  -0.056
4 O 1.512 0.380 -2.200  -0.544
5 C 1.107 -0.906 -2.595  0.061
6 C 0.715 -0.931 -4.077  -0.462
7 C -0.139 -2.141 -4.437  -0.083
8 O 0.174 -3.287 -3.611  -0.703
9 S -0.201 -3.193 -2.073  2.374
10 O 0.864 -3.851 -1.386  -0.928
11 O -1.548 -3.604 -1.864  -0.904
12 C -0.055 -1.397 -1.719  0.003
13 C 0.183 -1.233 -0.224  -0.678
14 O -1.282 -0.816 -2.141  -0.470
15 N -1.415 0.565 -1.629  0.415
16 O -1.682 1.273 -2.491  -0.200
17 H 5.133 -0.918 -2.673  0.200
18 H 5.395 -1.575 -1.065  0.216
19 H 4.067 -2.177 -2.041  0.208
20 H 2.997 -0.686 -0.520  0.216
21 H 4.327 0.496 -0.610  0.213
22 H 3.300 0.357 -3.249  0.164
23 H 3.043 1.660 -2.096  0.199
24 H 1.905 -1.642 -2.443  0.205
25 H 1.637 -0.906 -4.660  0.216
26 H 0.156 -0.025 -4.311  0.235
27 H -1.204 -1.925 -4.363  0.209
28 H 0.057 -2.465 -5.456  0.211
29 H 0.740 -2.074 0.185  0.253
30 H 0.746 -0.322 -0.027  0.240
31 H -0.764 -1.168 0.310  0.244
32 C -4.060 0.709 4.416  -0.610
33 C -2.775 1.422 4.825  -0.398
34 C -2.458 2.647 3.967  -0.396
35 C -2.236 2.349 2.483  -0.397
36 C -1.125 1.343 2.190  -0.404
37 C 0.253 1.800 2.659  -0.610
38 H -3.998 0.317 3.400  0.201
39 H -4.269 -0.132 5.078  0.210
40 H -4.913 1.389 4.462  0.201
41 H -1.940 0.717 4.795  0.193
42 H -2.861 1.743 5.867  0.202
43 H -1.576 3.147 4.376  0.199
44 H -3.278 3.365 4.058  0.200
45 H -2.006 3.289 1.970  0.200
46 H -3.167 1.987 2.039  0.201
47 H -1.091 1.174 1.110  0.205
48 H -1.362 0.376 2.643  0.193
49 H 0.524 2.751 2.196  0.201
50 H 1.020 1.070 2.394  0.206
51 H 0.290 1.930 3.741  0.202

## Properties
E_LUMO = -0.3500 eV
gap between HOMO and LUMO = 0.369 Ha
energy above the lowest of the compared OMol25 structures with the same formula, charge and spin = 44.0 kcal per mole
SMILES = CCCO[C@@H]1CCOS(=O)(=O)[C@]1(C)ON=O.CCCCCC

(3)
The following is a DFT calculation (ωB97M-V with the def2-TZVPD basis set) of a 3-piece molecular cluster, C14H29NO7S2 overall.

Last column: natural (NBO) charge in e.
Geometry (Å):
1 N -2.458 3.510 -0.958  -0.832
2 C -2.444 2.054 -1.091  -0.246
3 C -1.533 1.676 -2.246  -0.061
4 O -1.117 0.329 -2.256  -0.543
5 C -2.139 -0.590 -2.548  -0.060
6 C -1.784 -1.919 -1.900  -0.453
7 C -1.692 -1.807 -0.394  -0.076
8 O -0.681 -2.677 0.153  -0.515
9 C 0.569 -2.225 -0.068  0.655
10 O 1.452 -2.918 -0.547  -0.570
11 H -2.826 3.754 -0.050  0.389
12 H -1.511 3.856 -1.007  0.342
13 H -2.160 1.521 -0.182  0.159
14 H -3.461 1.750 -1.331  0.180
15 H -0.622 2.263 -2.153  0.178
16 H -1.985 1.967 -3.193  0.174
17 H -3.114 -0.251 -2.200  0.167
18 H -2.218 -0.753 -3.623  0.179
19 H -0.806 -2.194 -2.289  0.223
20 H -2.465 -2.702 -2.210  0.219
21 H -1.477 -0.790 -0.077  0.184
22 H -2.620 -2.103 0.080  0.198
23 H 0.784 -1.199 0.259  0.113
24 C -2.375 3.929 4.855  -0.406
25 C -1.494 5.185 4.911  -0.402
26 C -1.688 5.940 3.590  -0.676
27 S -3.345 5.535 3.024  2.178
28 O -3.241 4.788 1.794  -0.969
29 O -4.191 6.694 3.110  -0.931
30 C -3.736 4.396 4.348  -0.673
31 H -2.457 3.447 5.827  0.228
32 H -1.947 3.206 4.157  0.214
33 H -1.809 5.814 5.745  0.212
34 H -0.446 4.936 5.067  0.227
35 H -1.619 7.018 3.707  0.256
36 H -0.991 5.607 2.824  0.246
37 H -4.362 3.597 3.958  0.256
38 H -4.275 4.958 5.110  0.242
39 C 4.006 -4.142 -2.120  -0.419
40 C 3.860 -5.614 -1.715  -0.399
41 C 5.004 -6.392 -2.381  -0.676
42 S 6.355 -5.221 -2.574  2.169
43 O 6.588 -5.014 -3.982  -0.948
44 O 7.438 -5.577 -1.693  -0.945
45 C 5.480 -3.803 -1.922  -0.671
46 H 3.364 -3.498 -1.528  0.260
47 H 3.735 -4.018 -3.171  0.209
48 H 3.936 -5.702 -0.630  0.209
49 H 2.892 -6.017 -2.008  0.226
50 H 5.354 -7.226 -1.779  0.249
51 H 4.734 -6.741 -3.376  0.244
52 H 5.804 -2.911 -2.452  0.253
53 H 5.733 -3.724 -0.865  0.237

## Properties
E_LUMO = 0.2925 eV
gap between HOMO and LUMO = 0.356 Ha
SMILES = O=S1(=O)CCCC1.O=S1(=O)CCCC1.NCCOCCCOC=O

(4)
The following is a DFT calculation (ωB97M-V with the def2-TZVPD basis set) of C14H30AlCl2O2 as an isolated structure.

Last column: natural (NBO) charge in e.
Geometry (Å):
1 C -2.309 1.338 -2.238  -0.659
2 C -2.323 -0.117 -2.638  0.039
3 C -3.650 -0.837 -2.516  -0.647
4 C -1.247 -0.779 -3.057  -0.207
5 C 0.185 -0.346 -2.947  -0.439
6 C 0.938 -1.166 -1.876  -0.381
7 C 2.104 -0.409 -1.216  -0.220
8 C 3.302 -1.353 -1.010  -0.601
9 C 1.717 0.225 0.135  -0.387
10 C 0.330 0.869 0.245  -1.024
11 Al -0.442 0.907 2.104  1.566
12 O 0.847 0.711 3.329  -1.208
13 C -1.879 -0.547 2.348  -0.690
14 Cl -2.889 -0.667 0.848  -0.128
15 C -1.350 -1.880 2.767  -0.156
16 C -0.423 -2.547 1.769  -0.637
17 Cl -2.698 -3.099 3.154  -0.182
18 H -1.590 1.905 -2.828  0.208
19 H -2.067 1.473 -1.182  0.248
20 H -3.300 1.768 -2.397  0.201
21 H -3.986 -1.235 -3.478  0.205
22 H -4.426 -0.173 -2.138  0.208
23 H -3.562 -1.674 -1.821  0.229
24 H -1.407 -1.770 -3.485  0.179
25 H 0.710 -0.457 -3.902  0.193
26 H 0.242 0.709 -2.674  0.213
27 H 1.337 -2.067 -2.351  0.187
28 H 0.219 -1.478 -1.115  0.214
29 H 2.444 0.377 -1.900  0.182
30 H 2.947 -2.369 -0.809  0.195
31 H 3.891 -1.056 -0.138  0.205
32 H 3.952 -1.395 -1.886  0.195
33 H 2.449 1.015 0.339  0.209
34 H 1.898 -0.522 0.920  0.165
35 H -0.404 0.339 -0.370  0.214
36 H 0.375 1.901 -0.122  0.208
37 H -1.128 2.346 2.415  -0.446
38 H 1.311 -0.129 3.297  0.460
39 H -2.566 -0.189 3.115  0.222
40 H -0.855 -1.751 3.729  0.220
41 H -0.204 -3.570 2.077  0.212
42 H -0.876 -2.574 0.779  0.227
43 H 0.525 -2.006 1.734  0.211
44 C 2.256 4.055 2.389  -0.242
45 O 3.032 2.917 2.723  -0.755
46 H 2.917 4.861 2.070  0.159
47 H 1.563 3.826 1.573  0.171
48 H 1.676 4.406 3.248  0.159
49 H 2.413 2.215 2.987  0.505

## Properties
E_LUMO = 3.0669 eV
total charge = -1
gap between HOMO and LUMO = 0.304 Ha
energy above the lowest of the compared OMol25 structures with the same formula, charge and spin = 0.0 kcal per mole

Number 1: energy -31354.070 eV, largest force on an atom 1.13 eV/A. Number 2: energy -39595.052 eV, largest force on an atom 0.60 eV/A. Number 3: energy -52479.734 eV, largest force on an atom 2.23 eV/A. Number 4: energy -50744.833 eV, largest force on an atom 0.65 eV/A.